Formula: C27H21N3O5Pd
Source: the OMol25 dataset
Level of theory: ωB97M-V/def2-TZVPD

Output
Orbital gap in eV: 7.50
HOMO in Eh: -0.3141
Energy above the lowest of the compared OMol25 structures with the same formula, charge and spin in eV: 0.000
DFT total energy in eV: -46527.8576

ORCA input file:
```
! RIJCOSX wB97M-V def2-TZVPD def2/J DEFGRID3
* xyz 0 1
Pd -0.29 1.61 -0.31
O 1.86 0.83 -5.14
C 0.54 0.82 -5.45
C 0.12 0.55 -6.75
C -1.23 0.50 -7.06
C -2.18 0.72 -6.07
C -1.76 0.98 -4.78
C -0.41 1.05 -4.45
C -0.08 1.37 -3.03
O -0.98 1.07 -2.16
N 1.08 1.95 -2.76
N 1.17 2.15 -1.43
C 2.19 2.67 -0.84
C 2.07 2.80 0.62
C 3.07 3.29 1.43
C 2.84 3.36 2.80
C 1.62 2.95 3.31
C 0.66 2.46 2.44
N 0.89 2.39 1.14
H 2.36 0.61 -5.94
H 0.86 0.37 -7.51
H -1.53 0.29 -8.08
H -3.23 0.68 -6.31
H -2.48 1.15 -3.99
H 3.06 2.98 -1.41
H 4.01 3.62 1.00
H 3.61 3.74 3.46
H 1.41 2.99 4.37
H -0.31 2.12 2.77
O -0.64 -1.07 0.00
C -1.04 -1.07 1.37
C -1.92 0.17 1.71
O -2.61 0.14 2.71
O -1.82 1.19 0.94
C -1.74 -2.40 1.66
C -0.97 -3.54 1.88
C -1.57 -4.78 2.02
C -2.95 -4.90 1.94
C -3.72 -3.77 1.72
C -3.12 -2.52 1.58
C 0.24 -0.91 2.19
C 0.16 -0.83 3.58
C 1.31 -0.66 4.33
C 2.55 -0.58 3.72
C 2.64 -0.67 2.34
C 1.49 -0.84 1.58
H -1.42 -1.11 -0.56
H 0.10 -3.45 1.94
H -0.96 -5.65 2.20
H -3.42 -5.86 2.06
H -4.80 -3.85 1.66
H -3.74 -1.65 1.43
H -0.81 -0.89 4.05
H 1.23 -0.60 5.41
H 3.45 -0.45 4.32
H 3.60 -0.63 1.85
H 1.56 -0.92 0.50
*
```

Now the natural (NBO) charges, all in e: 0.994 -0.653 0.427 -0.327 -0.162 -0.258 -0.125 -0.237 0.620 -0.689 -0.409 -0.176 0.008 0.166 -0.226 -0.140 -0.240 0.096 -0.430 0.477 0.206 0.216 0.219 0.237 0.218 0.231 0.227 0.238 0.249 -0.728 0.059 0.764 -0.653 -0.762 0.049 -0.216 -0.215 -0.212 -0.214 -0.210 -0.046 -0.157 -0.234 -0.223 -0.221 -0.224 0.494 0.217 0.211 0.211 0.212 0.227 0.240 0.214 0.211 0.211 0.240